# 1
A structure of composition C26H30AsAuIN5S, computed with wB97M-V/def2-TZVPD.

The value obtained for the HOMO energy (spin up / spin down) is -13.5 / -13.5 eV. Its multiplicity is 3. The calculation puts the energy above the lowest of the compared OMol25 structures with the same formula, charge and spin at 13.6 kcal/mol. The calculation puts the gap between HOMO and LUMO (spin up / spin down) at 8.213 / 4.628 eV. As for the total charge: +2. The LUMO energy (spin up / spin down) is -5.3 / -8.9 eV.

```
65
Properties=species:S:1:pos:R:3:forces:R:3
Au 0.041259 -0.567526 -0.850912 1.01 -0.10 -0.45
S -1.373695 -2.527982 -1.292962 -1.75 0.05 1.20
C -2.798142 -2.371145 -0.208739 2.58 0.42 -0.48
C -3.672735 -3.443458 -0.191996 -0.18 0.04 -1.13
C -4.860730 -3.331026 0.452651 -1.82 1.02 0.21
C -5.106316 -2.152617 1.229988 1.25 -2.29 -0.21
C -4.103681 -1.202481 1.402804 -1.77 0.87 1.90
C -2.986546 -1.277008 0.660757 1.62 0.46 -1.25
As -1.716592 0.181710 0.598885 0.35 0.08 0.99
C -2.693288 1.601942 -0.238177 0.25 1.12 -0.13
C -3.941896 1.316614 -0.809033 0.28 0.36 0.64
C -4.671863 2.314327 -1.410953 1.26 1.37 -0.17
C -4.085742 3.596312 -1.561544 -1.63 0.10 -1.31
C -2.823492 3.874949 -1.087205 1.15 -0.10 0.69
C -2.110024 2.894559 -0.373584 -1.17 -0.92 0.03
C -1.255787 0.540428 2.471854 -0.19 0.48 0.04
C -0.126828 -0.016708 3.085749 -0.94 -0.56 -0.48
C 0.166509 0.216712 4.415213 -0.37 -0.32 -0.04
C -0.695574 1.008866 5.185603 1.37 0.21 0.52
C -1.736637 1.634463 4.575601 -1.97 -0.19 -0.79
C -2.061663 1.357846 3.245300 0.39 0.39 -0.10
H -3.449643 -4.225385 -0.875442 -0.06 -0.90 -0.22
H -5.685036 -4.037179 0.221158 0.78 0.34 0.69
H -5.936552 -2.174740 1.880571 -1.13 0.41 0.29
H -4.285725 -0.411561 2.184758 0.39 -0.71 -1.11
H -4.394469 0.355674 -0.689456 -0.08 -0.47 -0.06
H -5.644122 2.122317 -1.804431 -0.49 -0.09 -0.18
H -4.673925 4.358523 -2.157428 0.88 -0.85 0.97
H -2.323453 4.844432 -1.219383 -0.58 -0.36 -0.01
H -1.182982 3.139312 0.138856 -0.02 -0.08 -0.22
H 0.312016 -0.843078 2.562826 0.97 -0.04 -0.25
H 1.001807 -0.335978 4.823977 -0.04 0.20 0.32
H -0.524567 1.192683 6.245528 0.13 -0.22 -0.24
H -2.517346 2.205659 5.075815 0.64 0.08 0.41
H -2.947843 1.825828 2.868872 -0.35 0.18 -0.44
C 4.707413 -3.029620 -2.556362 0.38 1.05 0.64
N 3.339869 -2.747389 -2.105314 0.91 -0.58 0.75
C 2.674790 -3.857010 -1.383202 1.25 -1.01 -1.25
C 2.785675 -1.550876 -2.178322 -1.32 2.15 -1.08
N 1.426513 -1.411361 -2.327013 0.74 -0.48 1.03
N 3.519070 -0.412036 -2.342931 -1.26 -0.58 0.04
C 2.943056 0.658948 -3.208094 0.93 0.40 1.59
C 4.717165 -0.133113 -1.581478 1.46 -0.34 -1.29
H 4.703154 -3.950486 -3.034010 -0.26 -1.90 -0.94
H 5.413301 -3.155279 -1.729409 -0.12 0.38 0.06
H 5.111375 -2.343941 -3.305990 -0.42 0.32 0.43
H 3.515926 -4.494892 -0.931536 -1.53 0.73 -0.71
H 2.027217 -4.430410 -2.100610 0.80 0.12 0.75
H 2.049740 -3.470806 -0.614730 -0.42 0.36 0.74
H 1.085964 -2.330813 -2.583735 -0.30 0.03 -0.08
H 2.444408 0.178490 -4.016459 -0.27 -0.11 -0.72
H 3.817509 1.249816 -3.524135 -0.52 -0.13 -0.18
H 2.223033 1.336514 -2.685876 0.59 -0.59 -0.20
H 4.986811 -0.951658 -0.908561 -0.20 0.07 -0.22
H 4.583018 0.749686 -0.989931 -0.11 0.61 0.35
H 5.583029 0.036520 -2.296327 -0.84 -0.14 0.93
I 4.255891 3.003737 3.020609 -0.05 -0.04 0.22
C 2.845989 2.582061 1.573265 2.21 0.57 1.41
C 2.347598 3.484112 0.700780 -2.53 -2.07 -1.64
N 1.589307 2.652527 -0.127778 0.39 2.15 0.44
N 1.617966 1.348317 0.147916 0.92 0.47 0.09
C 2.471887 1.310280 1.177151 -0.61 -1.44 0.36
H 2.186449 4.542854 0.564728 0.68 0.00 0.29
H 1.121301 3.092054 -0.876019 -0.95 -0.41 -1.10
H 2.770875 0.378492 1.667852 -0.30 0.40 -0.35
```
Forces are in eV/Å.


# 2
A structure of composition C3H8S2, computed with wB97M-V/def2-TZVPD.

The value obtained for the HOMO energy is -9.0 eV. The calculation puts the energy above the lowest of the compared OMol25 structures with the same formula, charge and spin at 103.4 kcal/mol. The calculation puts the gap between HOMO and LUMO at 9.094 eV. The LUMO energy is 0.1 eV.

```
13
Properties=species:S:1:pos:R:3:forces:R:3
C 1.508261 0.658274 -0.313828 -0.44 2.58 -0.99
C 0.278706 -0.065838 0.211505 0.50 -0.04 -5.41
C -1.025728 0.412537 -0.276129 -0.17 3.45 -1.47
H 2.099936 0.474611 0.655711 0.58 1.00 -2.37
H 1.225500 1.832463 -0.622655 1.19 -2.91 1.14
H 1.830333 0.103366 -1.331503 -0.09 1.55 2.37
H 0.244745 0.043957 1.175074 0.21 -0.06 5.66
H -0.092415 -2.199543 0.934069 1.87 0.38 -3.30
H -0.818162 0.734765 -1.433670 -0.94 -0.15 2.80
H -1.150263 1.261587 0.543411 -0.49 -0.71 -2.53
H -2.348067 -1.091747 1.177561 -0.60 1.12 -3.46
S 0.761111 -1.600856 -0.370190 -2.17 -4.62 3.75
S -2.513960 -0.563582 -0.349353 0.54 -1.59 3.80
```
Forces are in eV/Å.


# 3
A cluster of 5 separate species, C30H40ClN4O4 in total, computed with wB97M-V/def2-TZVPD.

The value obtained for the HOMO energy is -2.6 eV. The calculation puts the gap between HOMO and LUMO at 4.540 eV. As for the total charge: -1. The LUMO energy is 2.0 eV.

```
79
Properties=species:S:1:pos:R:3:forces:R:3
C -2.265799 -3.280093 2.989536 -0.16 0.00 -0.03
C -1.277179 -4.361940 2.633144 0.29 0.06 0.05
O 0.062876 -4.048293 2.968591 0.10 0.07 0.23
C 0.692987 -3.117552 2.099009 -0.07 -0.30 0.16
C 2.058526 -3.610189 1.602506 -0.05 -0.08 -0.06
O 2.281276 -5.003518 1.630624 0.04 -0.04 -0.04
C 1.409125 -5.800506 0.845253 0.00 0.12 -0.07
C 1.283800 -5.426438 -0.620743 -0.12 0.41 -0.05
O 0.168400 -4.598607 -0.800117 -0.31 0.26 0.43
C -0.163506 -4.270330 -2.199340 0.17 -0.03 -0.15
C -0.453134 -2.865721 -2.550083 0.16 -0.13 0.18
Cl 1.175767 -1.978899 -2.218349 0.18 0.13 0.01
C -1.461052 -2.261370 -1.618766 0.05 0.13 -0.10
C -2.077067 -0.928482 -2.027475 0.08 0.10 -0.17
O -1.231576 -0.042462 -2.746919 -0.19 0.37 -0.13
H -3.205944 -3.464734 2.480591 -0.25 -0.06 -0.09
H -2.465667 -3.254628 4.054016 0.07 0.13 0.29
H -1.915113 -2.311815 2.658247 0.12 0.29 -0.06
H -1.507570 -5.264850 3.189944 -0.04 -0.25 0.04
H -1.346063 -4.585379 1.573542 0.02 -0.06 -0.37
H 0.069871 -2.897024 1.245449 -0.36 -0.09 -0.35
H 0.854429 -2.180983 2.631575 0.00 0.22 0.10
H 2.843511 -3.188233 2.217819 0.23 -0.02 0.21
H 2.184697 -3.213209 0.596587 0.04 0.10 -0.27
H 0.414455 -5.791356 1.274966 -0.30 -0.03 0.09
H 1.788964 -6.812404 0.931831 0.24 -0.18 0.06
H 1.189458 -6.338279 -1.215873 -0.02 -0.22 -0.13
H 2.179118 -4.897196 -0.952427 0.35 -0.06 -0.10
H 0.669868 -4.623206 -2.803791 0.14 -0.22 -0.15
H -1.050190 -4.861018 -2.426018 -0.19 -0.19 -0.12
H -1.085849 -2.158775 -0.596956 0.17 -0.02 0.38
H -2.286807 -2.973530 -1.579325 -0.21 -0.18 0.14
H -2.452641 -0.435096 -1.130162 -0.17 0.18 0.16
H -2.921785 -1.095191 -2.687996 -0.15 -0.10 -0.23
H -0.608554 0.368136 -2.141571 0.17 -0.26 0.19
N -0.927275 -4.928456 -6.199393 -0.01 -0.02 0.06
C -0.259636 -3.828865 -5.841535 0.11 0.03 0.03
C 0.437923 -3.048210 -6.760153 0.00 0.03 -0.01
C 0.446423 -3.416994 -8.092645 0.01 0.01 0.00
C -0.246348 -4.558793 -8.468948 0.00 -0.01 -0.01
C -0.912837 -5.270859 -7.484582 -0.01 -0.04 -0.04
H -0.282083 -3.535204 -4.786302 -0.14 0.00 -0.04
H 0.956635 -2.163818 -6.415634 0.00 0.00 0.04
H 0.980799 -2.827943 -8.828710 0.00 0.00 0.00
H -0.270861 -4.890778 -9.498978 -0.01 -0.01 0.00
H -1.467257 -6.169536 -7.741186 0.01 0.01 -0.02
N -1.330818 2.091867 -0.162735 -0.01 -0.05 -0.05
C -1.025497 2.728604 0.964219 0.00 -0.11 -0.03
C -1.316434 4.064367 1.190963 0.03 0.01 0.06
C -1.939330 4.783027 0.185916 -0.03 0.10 -0.02
C -2.246461 4.136645 -0.999863 -0.07 -0.09 -0.01
C -1.939080 2.786648 -1.123060 0.23 0.16 -0.07
H -0.503679 2.147748 1.714623 0.01 0.01 0.02
H -1.040649 4.525632 2.130147 0.01 -0.02 0.02
H -2.164248 5.834465 0.318706 0.01 0.01 -0.03
H -2.709566 4.665661 -1.821521 -0.03 -0.01 -0.01
H -2.126430 2.248249 -2.046949 -0.11 -0.05 0.05
N 1.633645 2.898866 3.254071 -0.07 0.09 -0.01
C 2.773841 3.555752 3.442186 0.06 0.05 -0.04
C 3.606930 3.349748 4.531512 0.01 -0.01 0.00
C 3.235684 2.406560 5.476309 0.01 0.01 0.00
C 2.051347 1.714166 5.291635 0.00 -0.01 0.01
C 1.288803 1.998464 4.168011 0.02 -0.06 0.02
H 3.036193 4.277911 2.675897 0.02 0.01 0.02
H 4.527069 3.909624 4.628396 0.00 0.01 -0.01
H 3.861987 2.210005 6.336855 0.00 0.00 0.01
H 1.724181 0.961592 5.995322 -0.01 -0.01 0.00
H 0.361702 1.469638 3.986489 -0.07 -0.05 0.02
N -0.194339 8.265717 0.577871 -0.02 -0.02 -0.06
C -0.386366 9.553941 0.841918 -0.02 0.07 -0.01
C -0.230896 10.111830 2.102430 0.00 0.01 0.00
C 0.142879 9.283459 3.148027 0.00 0.00 0.00
C 0.345989 7.938812 2.887262 0.01 -0.02 0.01
C 0.167400 7.481373 1.589072 0.02 -0.08 0.03
H -0.680905 10.170942 -0.000412 0.00 0.02 0.02
H -0.400703 11.168665 2.256515 -0.01 0.01 -0.01
H 0.272663 9.678596 4.147289 0.00 0.00 0.01
H 0.636615 7.251636 3.670220 0.01 -0.02 0.00
H 0.316349 6.434356 1.348572 0.02 0.00 0.01
```
Forces are in eV/Å.


The records above give, respectively, electronic energy values of -118348.679; -24906.915; -58428.766 eV.
The records above give, respectively, F_max values of 3.7; 6.3; 0.6 eV Å⁻¹.